{"formula": "C16H30ClF3NiO8S3", "method": "the ωB97M-V functional and the def2-TZVPD basis", "multiplicity": 3, "total_energy_ev": -127680.747, "s2": 2.00, "homo_ev": [-8.55, -8.48], "fmax_ev_per_a": 3.912, "charge": 0, "homo_lumo_gap_ev": [8.818, 8.747], "species": ["Ni", "C", "O", "O", "C", "F", "F", "F", "C", "C", "H", "H", "H", "H", "H", "H", "Cl", "C", "C", "C", "S", "O", "O", "C", "H", "H", "H", "H", "H", "H", "H", "H", "C", "C", "C", "S", "O", "O", "C", "H", "H", "H", "H", "H", "H", "H", "H", "C", "C", "C", "S", "O", "O", "C", "H", "H", "H", "H", "H", "H", "H", "H"], "positions_angstrom": [[0.08999, -0.42199, -0.83339], [-0.27507, -3.23938, -0.62563], [0.27147, -2.34835, 0.35666], [-0.57986, -2.27346, -1.58430], [0.70434, -4.45988, -0.84717], [2.02799, -4.07403, -0.90577], [0.71250, -5.28847, 0.17750], [0.44674, -5.18984, -1.90798], [0.51784, -2.81951, 1.61513], [0.72069, -1.55703, 2.51641], [1.57744, -0.98647, 2.15787], [-0.09858, -0.85220, 2.37465], [0.82850, -1.84930, 3.56094], [1.44271, -3.38580, 1.72480], [-0.14841, -3.51232, 2.12915], [-1.17455, -3.61225, -0.13572], [-0.01646, 1.26523, -2.51589], [4.23003, 1.84362, -0.24172], [4.88970, 1.60127, -1.62191], [4.00760, 0.49255, -2.29145], [3.59755, -0.65216, -0.95692], [4.45462, -1.80800, -0.94493], [2.12928, -0.80352, -0.87758], [4.17862, 0.48506, 0.40359], [3.29577, 2.34904, -0.48629], [4.83987, 2.49025, 0.38920], [5.94336, 1.39338, -1.43572], [4.76404, 2.48101, -2.25308], [4.32179, -0.05253, -3.18154], [3.11030, 1.01678, -2.62026], [5.22031, 0.17201, 0.47427], [3.65766, 0.33437, 1.34909], [-4.95687, 0.02237, -2.34965], [-4.90615, -1.35624, -1.82419], [-4.02077, -1.41312, -0.56459], [-3.21052, 0.21964, -0.32319], [-1.75648, 0.03840, -0.11384], [-4.00716, 1.00277, 0.61100], [-3.66201, 0.69971, -2.03721], [-5.79870, 0.50194, -1.85021], [-5.13000, 0.13418, -3.41999], [-4.56397, -1.99786, -2.63617], [-5.88717, -1.78521, -1.62003], [-3.21891, -2.14589, -0.65492], [-4.45497, -1.65923, 0.40443], [-2.97153, 0.23783, -2.74291], [-3.64630, 1.78393, -2.14821], [-1.54111, 3.35963, 1.43762], [-1.57088, 2.24222, 2.39406], [-0.22622, 1.90035, 3.03948], [0.88566, 1.98681, 1.62515], [0.63035, 0.79406, 0.77196], [2.25734, 2.29864, 2.04403], [-0.06367, 3.47912, 0.88571], [-1.94115, 4.27051, 1.88302], [-2.16752, 3.11647, 0.57937], [-1.86970, 1.28354, 1.97009], [-2.30687, 2.46258, 3.16728], [-0.14085, 0.98073, 3.61837], [0.12168, 2.74532, 3.63369], [0.15816, 3.69203, -0.16002], [0.27854, 4.36670, 1.41786]]}

=====

{"formula": "C6H14N2O2", "method": "the ωB97M-V functional and the def2-TZVPD basis", "total_energy_ev": -13524.159, "homo_ev": -9.35, "fmax_ev_per_a": 3.307, "charge": 0, "homo_lumo_gap_ev": 9.960, "species": ["C", "N", "C", "C", "O", "H", "H", "H", "H", "H", "H", "H", "C", "N", "C", "C", "O", "H", "H", "H", "H", "H", "H", "H"], "positions_angstrom": [[0.48094, -1.94067, -1.89316], [-0.51947, -1.01124, -1.42684], [-1.34297, -1.35961, -0.31841], [-2.41402, -0.41702, 0.13108], [-0.98189, -2.29045, 0.37068], [1.39805, -1.35454, -2.02808], [0.76246, -2.74954, -1.23710], [0.16263, -2.35977, -2.88250], [-1.03560, -0.39732, -2.10941], [-3.33451, -1.02204, -0.07065], [-2.44492, -0.37593, 1.23066], [-2.36410, 0.61037, -0.17497], [0.81862, 2.66245, -0.38778], [1.16884, 1.30476, 0.09799], [1.11747, 1.10213, 1.49722], [1.13059, -0.29301, 2.01328], [0.88330, 2.06744, 2.20004], [-0.23328, 3.01659, -0.20564], [1.34972, 3.35517, 0.34552], [1.24891, 2.86503, -1.37146], [0.80010, 0.56900, -0.48579], [0.98923, -0.21590, 3.06389], [0.30548, -0.91051, 1.66682], [2.05444, -0.85538, 1.97463]]}

=====

{"formula": "C3H12N2O2", "method": "the ωB97M-V functional and the def2-TZVPD basis", "multiplicity": 2, "total_energy_ev": -10369.222, "s2": 0.76, "homo_ev": [-13.55, -13.55], "fmax_ev_per_a": 4.914, "charge": 1, "homo_lumo_gap_ev": [10.403, 4.165], "species": ["N", "C", "C", "O", "C", "N", "H", "H", "H", "H", "H", "H", "H", "H", "H", "H", "H", "H", "O"], "positions_angstrom": [[-0.79449, 0.29912, -2.16254], [0.13928, 0.23876, -0.95391], [0.50932, -1.18923, -0.56900], [-0.52136, -2.13043, -1.11182], [1.42849, 1.04399, -1.18349], [2.25015, 1.25448, 0.13607], [-1.79153, 0.62955, -1.82462], [-0.47073, 0.95834, -2.84769], [-0.38178, 0.62095, -0.02111], [1.44453, -1.55530, -1.16232], [0.92919, -1.55666, 0.39253], [-0.64409, -1.82004, -2.01402], [2.02960, 0.54017, -1.97081], [1.11990, 2.01536, -1.51091], [2.39737, 2.35718, 0.04701], [3.17917, 0.65497, 0.01681], [-2.98586, 1.05400, 4.73577], [-2.77561, -0.14755, 5.78780], [-2.56643, 0.23202, 4.96122]]}

=====

{"formula": "C18H17N3O3", "method": "the ωB97M-V functional and the def2-TZVPD basis", "total_energy_ev": -29556.206, "homo_ev": -7.97, "fmax_ev_per_a": 0.786, "charge": 0, "homo_lumo_gap_ev": 8.340, "species": ["C", "C", "O", "C", "O", "C", "C", "C", "C", "C", "C", "C", "N", "C", "N", "C", "C", "C", "C", "C", "C", "N", "C", "O", "H", "H", "H", "H", "H", "H", "H", "H", "H", "H", "H", "H", "H", "H", "H", "H", "H"], "positions_angstrom": [[-0.58444, -3.45818, -2.38410], [-0.42805, -3.86844, -0.93179], [0.67192, -3.15944, -0.35643], [0.78287, -3.23240, 0.97571], [0.02797, -3.87772, 1.65725], [1.94095, -2.44156, 1.53312], [2.58669, -1.43308, 0.57717], [1.58600, -0.44766, 0.03080], [1.35263, -0.29371, -1.31171], [2.12320, -1.04992, -2.35019], [0.35644, 0.62071, -1.76352], [0.03745, 0.80264, -3.11685], [-0.26798, 0.97659, -4.21169], [-0.33886, 1.34780, -0.81433], [-1.32962, 2.26779, -0.97705], [-1.70140, 2.74013, 0.26489], [-2.64709, 3.67361, 0.64635], [-2.77427, 3.92524, 2.00281], [-1.98702, 3.26873, 2.94234], [-1.03720, 2.33200, 2.56807], [-0.90568, 2.07783, 1.21579], [-0.06848, 1.21553, 0.51271], [0.90522, 0.33683, 1.03038], [1.10723, 0.31197, 2.23227], [0.29943, -3.72896, -2.95518], [-1.44477, -3.96631, -2.81006], [-0.73485, -2.38461, -2.46187], [-0.23673, -4.94397, -0.84302], [-1.33052, -3.63873, -0.35439], [2.69062, -3.16226, 1.86948], [1.57146, -1.92331, 2.42039], [3.33832, -0.88259, 1.14976], [3.08576, -1.95908, -0.23259], [1.74620, -0.82633, -3.34533], [3.17658, -0.77415, -2.31112], [2.04183, -2.11955, -2.17503], [-1.70743, 2.54614, -1.86685], [-3.25763, 4.18228, -0.08275], [-3.50250, 4.64852, 2.33620], [-2.11831, 3.49383, 3.98912], [-0.42070, 1.81634, 3.28468]]}

=====

{"formula": "C4H16NO3", "method": "the ωB97M-V functional and the def2-TZVPD basis", "multiplicity": 2, "total_energy_ev": -12019.456, "s2": 0.75, "homo_ev": [-18.61, -18.61], "fmax_ev_per_a": 2.878, "charge": 2, "homo_lumo_gap_ev": [11.372, 4.669], "species": ["C", "C", "C", "C", "O", "N", "H", "H", "H", "H", "H", "H", "H", "H", "H", "H", "H", "H", "H", "H", "O", "H", "H", "O"], "positions_angstrom": [[1.31221, 1.82647, 0.11969], [1.09373, 0.33065, 0.09783], [1.64934, -0.19608, -1.26445], [1.02032, -1.50019, -1.89752], [0.32912, -2.27720, -0.94959], [-0.36752, 0.08028, 0.34263], [1.28789, 2.36246, 1.07691], [0.49037, 2.49044, -0.28013], [2.15472, 2.04692, -0.50312], [1.57296, -0.16904, 0.96548], [1.57809, 0.52338, -2.05778], [2.72756, -0.43198, -1.05550], [0.25047, -1.17735, -2.68740], [1.81878, -2.15396, -2.32234], [0.23007, -3.15154, -1.43030], [-0.71159, -0.90517, 0.45297], [-0.71526, 0.47775, 1.35125], [-1.02649, 0.44377, -0.36308], [-0.48757, 0.82440, 3.49446], [-2.00876, 0.99789, 2.69228], [-1.13587, 0.61526, 2.81043], [-3.83391, -1.10521, 0.27342], [-3.91221, 0.34571, 0.76684], [-3.31644, -0.29766, 0.36701]]}

=====

{"formula": "C19H25N5O3S", "method": "the ωB97M-V functional and the def2-TZVPD basis", "total_energy_ev": -44536.683, "homo_ev": -8.26, "fmax_ev_per_a": 1.117, "charge": 0, "homo_lumo_gap_ev": 8.842, "species": ["C", "N", "C", "S", "O", "O", "C", "C", "C", "C", "N", "C", "O", "C", "N", "C", "C", "N", "C", "C", "C", "C", "C", "N", "C", "C", "C", "C", "H", "H", "H", "H", "H", "H", "H", "H", "H", "H", "H", "H", "H", "H", "H", "H", "H", "H", "H", "H", "H", "H", "H", "H", "H"], "positions_angstrom": [[7.27335, 0.79325, -0.28431], [5.85071, 0.59631, -0.45466], [5.39287, 0.71824, -1.81808], [5.28771, -0.83901, 0.24628], [5.42342, -1.94581, -0.66336], [5.90027, -0.95357, 1.53705], [3.55766, -0.44937, 0.44380], [3.20600, 0.64204, 1.21500], [1.87305, 0.96018, 1.39349], [0.88595, 0.17116, 0.79853], [-0.47466, 0.41724, 0.94643], [-1.07677, 1.51874, 1.47668], [-0.49752, 2.47156, 1.94533], [-2.60187, 1.43107, 1.42273], [-3.14496, 2.09219, 0.24117], [-2.40482, 1.96780, -0.99335], [-2.51498, 0.55837, -1.63169], [-3.64978, -0.15273, -1.07715], [-3.48959, -1.28234, -0.33327], [-4.57935, -2.09019, 0.04569], [-4.34030, -3.25322, 0.73815], [-3.03220, -3.61047, 1.05775], [-2.02596, -2.75721, 0.66211], [-2.23512, -1.62862, -0.00480], [-4.81326, 0.69759, -0.99807], [-4.55777, 1.84174, 0.02360], [1.25917, -0.92828, 0.01886], [2.59325, -1.23676, -0.15717], [7.51455, 0.52906, 0.74226], [7.86128, 0.16620, -0.96463], [7.51290, 1.84225, -0.46067], [4.31184, 0.59023, -1.82571], [5.84379, -0.04055, -2.46822], [5.64002, 1.71151, -2.19143], [3.98622, 1.22842, 1.67200], [1.58484, 1.81101, 1.98771], [-1.08457, -0.31986, 0.56447], [-2.90248, 0.37667, 1.51070], [-2.98873, 1.97445, 2.29197], [-2.82463, 2.71411, -1.67481], [-1.36277, 2.23312, -0.81579], [-1.61744, -0.03397, -1.47180], [-2.67512, 0.65412, -2.71327], [-5.58772, -1.82033, -0.22130], [-5.16518, -3.88794, 1.02710], [-2.81229, -4.51634, 1.59720], [-0.98908, -2.96622, 0.89418], [-5.69802, 0.13275, -0.71475], [-4.98226, 1.11591, -1.99565], [-5.01409, 2.76455, -0.35144], [-5.01856, 1.60387, 0.98293], [0.49488, -1.53346, -0.44539], [2.90814, -2.07945, -0.75240]]}